155
Properties=species:S:1:pos:R:3:forces:R:3:mulliken_charge:R:1 method="wB97M-V/def2-TZVPD" orbital_gap_ev=5.698 charge=-1 spin_multiplicity=1 e_tot_ha=-3362.968806
N 2.778 -1.080 0.275 -1.0 0.0 0.0 -0.4092
C 2.648 -0.220 -0.944 0.8 -0.5 -1.1 0.5170
C 2.662 1.306 -0.622 1.3 -0.3 0.0 -0.6742
O 1.644 1.752 0.311 -0.6 -0.6 -0.7 -0.3614
C 0.412 1.124 0.118 -1.7 -1.0 0.3 0.1378
C -0.043 0.261 1.221 -1.2 0.5 -2.0 0.0790
C -1.310 -0.452 1.079 1.3 1.5 -1.5 -0.6483
C -2.068 -0.267 -0.148 0.8 0.8 -0.6 -0.7219
C -1.647 0.606 -1.255 1.7 0.0 2.6 -0.0804
C -0.375 1.322 -1.100 -0.6 -1.3 1.6 -0.0722
C 3.906 -0.585 -1.865 0.1 -0.8 -3.0 0.1593
O 5.052 -0.221 -1.529 -0.7 0.3 0.9 -0.7154
O 3.667 -1.252 -2.959 -0.4 1.2 2.5 -0.7913
H 3.406 -1.865 0.088 0.0 0.5 -0.2 0.3151
H 1.851 -1.516 0.372 0.5 0.2 0.3 0.0761
H 1.760 -0.557 -1.547 0.8 0.7 0.6 0.0688
H 2.668 1.944 -1.554 -0.3 -0.8 0.7 0.1864
H 3.653 1.510 -0.119 -1.0 -0.2 -0.4 0.3352
H 0.606 0.193 2.132 -0.7 0.0 -1.0 0.4509
H -1.679 -1.125 1.886 0.4 0.7 -1.0 0.7052
H -3.022 -0.822 -0.284 0.9 0.4 0.3 0.3287
H -2.252 0.741 -2.181 0.6 -0.4 1.1 -0.0820
H 0.016 1.997 -1.893 -0.3 -0.6 0.7 0.2729
C 2.366 2.950 3.400 0.2 -0.1 -0.4 0.5200
O 1.577 2.573 4.256 0.2 0.3 0.2 -0.6969
N 3.255 3.957 3.550 -0.1 -0.3 -0.1 0.2201
C 4.165 4.339 2.489 -0.1 0.0 0.2 -0.7948
C 3.297 4.677 4.812 -0.3 -0.4 -0.1 -0.7893
H 2.413 2.476 2.408 -0.1 0.0 0.0 -0.0627
H 5.193 4.225 2.840 0.0 0.1 -0.2 0.3455
H 3.985 5.383 2.221 0.1 0.0 -0.1 0.3222
H 4.017 3.714 1.609 -0.1 0.0 0.1 0.1463
H 3.519 3.975 5.620 0.0 0.1 0.1 0.2672
H 2.321 5.126 4.993 0.4 -0.1 0.2 0.0530
H 4.059 5.456 4.784 0.0 -0.1 -0.1 0.3428
C 2.369 -3.331 3.632 0.1 0.3 0.0 0.0497
O 2.022 -4.443 3.997 0.1 0.0 0.2 -0.6379
N 2.897 -2.381 4.435 -0.1 -0.2 -0.3 0.2056
C 3.289 -1.077 3.933 -0.1 0.0 0.2 -0.5607
C 3.076 -2.677 5.844 -0.2 -0.3 -0.2 -0.9431
H 2.274 -3.008 2.583 0.0 0.1 0.0 0.3394
H 4.356 -0.930 4.118 0.0 0.1 -0.1 0.3342
H 2.717 -0.307 4.457 0.1 0.1 -0.1 0.3416
H 3.098 -0.997 2.861 0.0 0.0 0.0 -0.0729
H 3.736 -3.541 5.951 0.0 0.0 0.2 0.2472
H 2.109 -2.922 6.287 0.1 0.0 0.1 0.3029
H 3.509 -1.820 6.359 0.0 0.0 -0.1 0.3899
C -2.639 1.698 -4.481 -0.1 0.0 -0.1 0.3824
O -2.748 0.524 -4.178 -0.3 0.1 -0.4 -0.7124
N -3.269 2.296 -5.518 0.2 0.1 0.4 0.2071
C -3.093 3.706 -5.825 -0.1 -0.4 -0.2 -0.9105
C -4.150 1.503 -6.351 0.1 -0.2 0.2 -1.0235
H -1.993 2.386 -3.911 0.0 0.1 0.0 0.0742
H -4.062 4.207 -5.769 0.1 0.2 -0.1 0.2870
H -2.692 3.805 -6.831 -0.1 0.2 0.1 0.4273
H -2.407 4.175 -5.120 0.0 -0.1 0.0 0.2723
H -4.948 1.082 -5.735 0.0 -0.1 -0.1 0.3332
H -3.583 0.681 -6.795 -0.1 -0.1 0.0 0.2845
H -4.582 2.119 -7.140 0.1 0.1 0.1 0.3615
C -0.831 1.624 6.045 0.2 0.1 -0.4 0.2617
O -1.392 0.549 5.923 -0.2 0.1 0.4 -0.7147
N -0.977 2.456 7.111 0.0 -0.1 -0.2 0.2243
C -0.278 3.720 7.201 -0.1 -0.2 0.1 -0.6003
C -1.860 2.062 8.191 0.1 -0.2 -0.2 -1.0316
H -0.139 2.013 5.280 -0.1 -0.1 0.2 0.3341
H 0.355 3.720 8.093 0.1 0.2 -0.1 0.3746
H -1.008 4.530 7.275 0.2 0.1 0.1 0.2804
H 0.347 3.881 6.322 0.0 -0.1 0.0 0.0380
H -1.515 1.115 8.612 -0.2 0.0 0.1 0.2758
H -2.870 1.921 7.799 0.0 -0.1 0.2 0.2885
H -1.873 2.825 8.969 0.1 0.0 -0.1 0.4006
C -4.517 -1.404 3.418 0.1 -0.1 0.1 0.0221
O -3.585 -1.312 2.649 -0.4 -0.1 0.3 -0.5212
N -4.473 -2.029 4.620 -0.3 0.2 -0.2 0.2087
C -5.625 -2.103 5.492 0.4 -0.1 0.0 -0.9363
C -3.226 -2.643 5.044 0.2 0.1 -0.3 -0.8623
H -5.506 -0.970 3.189 -0.1 0.0 0.1 0.2294
H -5.387 -1.623 6.444 -0.2 0.0 0.1 0.3143
H -5.877 -3.153 5.667 -0.1 0.1 0.1 0.3295
H -6.483 -1.601 5.044 0.1 0.0 0.0 0.2950
H -2.446 -1.880 5.089 0.0 -0.1 0.1 0.2421
H -2.932 -3.401 4.316 0.1 0.0 0.1 0.2788
H -3.344 -3.103 6.025 -0.1 0.1 -0.1 0.3469
C -1.423 -4.231 -0.124 0.1 0.0 0.0 0.1222
O -2.306 -3.520 0.315 -0.2 -0.2 -0.2 -0.6689
N -1.359 -4.704 -1.392 0.1 -0.1 0.2 0.2576
C -0.268 -5.544 -1.843 -0.3 0.2 0.0 -0.9256
C -2.414 -4.355 -2.322 0.0 0.2 0.3 -0.9462
H -0.572 -4.551 0.500 0.1 0.0 -0.1 0.3110
H 0.242 -5.049 -2.673 0.1 -0.1 0.0 0.3945
H -0.671 -6.504 -2.181 0.1 -0.1 -0.1 0.3477
H 0.447 -5.720 -1.041 -0.1 0.1 -0.1 0.2407
H -2.462 -3.268 -2.423 -0.1 0.0 -0.1 0.2553
H -3.372 -4.710 -1.932 -0.1 0.1 -0.1 0.2989
H -2.226 -4.805 -3.296 0.1 0.0 0.1 0.3515
C -2.300 6.647 -8.538 0.2 0.0 -0.3 0.0999
O -2.674 5.737 -7.819 0.0 0.2 -0.2 -0.5463
N -1.524 6.499 -9.633 -0.1 0.4 0.3 0.1703
C -1.118 7.625 -10.447 0.0 -0.3 0.1 -0.9204
C -1.083 5.160 -10.004 -0.1 0.5 0.5 -0.8087
H -2.579 7.696 -8.342 0.0 0.0 0.0 0.2236
H -1.486 7.483 -11.466 0.1 0.1 0.0 0.3187
H -0.027 7.685 -10.459 0.0 0.1 -0.1 0.3302
H -1.521 8.557 -10.049 0.0 -0.1 0.0 0.2996
H -1.947 4.538 -10.178 0.2 0.2 0.1 0.1529
H -0.506 4.734 -9.181 0.0 -0.1 -0.1 0.2697
H -0.470 5.196 -10.902 -0.1 0.1 0.0 0.3866
C 3.372 -7.125 -1.301 0.1 0.0 -0.1 0.0785
O 2.483 -6.422 -0.865 0.1 -0.2 -0.1 -0.5705
N 3.444 -7.595 -2.570 0.2 -0.1 0.3 0.1548
C 4.537 -8.431 -3.020 -0.3 0.2 -0.1 -0.9426
C 2.391 -7.248 -3.507 -0.1 0.2 0.2 -0.8180
H 4.219 -7.446 -0.672 0.1 0.0 -0.1 0.2335
H 5.051 -7.936 -3.847 0.1 -0.1 0.0 0.3309
H 4.139 -9.390 -3.362 0.2 0.0 0.0 0.3292
H 5.248 -8.607 -2.213 -0.1 0.1 0.0 0.2932
H 2.341 -6.162 -3.606 -0.1 -0.1 -0.1 0.2666
H 1.434 -7.607 -3.123 0.0 0.1 -0.1 0.2318
H 2.586 -7.696 -4.480 0.1 0.0 0.1 0.3833
C 3.963 -6.946 7.988 0.0 -0.1 -0.2 0.1055
O 3.082 -6.216 8.398 0.0 -0.1 -0.1 -0.5783
N 4.034 -7.464 6.739 0.2 0.0 0.4 0.1570
C 5.119 -8.328 6.327 -0.3 0.2 -0.1 -0.9309
C 2.987 -7.142 5.780 -0.1 0.3 0.3 -0.6976
H 4.807 -7.254 8.631 0.1 -0.1 0.0 0.2691
H 5.642 -7.871 5.484 0.1 -0.2 0.0 0.3297
H 4.712 -9.295 6.022 0.2 0.0 0.0 0.3215
H 5.825 -8.480 7.144 -0.1 0.1 0.0 0.3037
H 2.947 -6.062 5.637 -0.2 -0.1 -0.2 0.1035
H 2.025 -7.477 6.174 0.0 0.1 -0.1 0.2656
H 3.181 -7.630 4.826 0.1 0.0 0.1 0.3662
C 0.860 7.349 4.830 -0.2 0.1 0.0 0.1362
O 1.398 6.792 5.770 -0.5 0.3 0.1 -0.6252
N -0.471 7.383 4.591 0.4 0.2 -0.1 0.1548
C -1.027 8.072 3.444 -0.1 -0.2 0.2 -0.9668
C -1.369 6.708 5.508 0.2 -0.1 0.1 -0.7236
H 1.446 7.893 4.070 0.0 0.0 -0.1 0.2836
H -1.711 8.851 3.791 0.0 0.0 -0.2 0.3370
H -1.574 7.357 2.826 0.0 0.1 -0.1 0.3482
H -0.239 8.530 2.847 0.0 -0.1 0.1 0.3018
H -1.250 7.133 6.508 -0.1 -0.1 0.0 0.3212
H -1.114 5.649 5.547 -0.1 0.1 0.0 0.0218
H -2.402 6.825 5.182 0.1 0.0 -0.1 0.3930
C -2.959 2.566 -11.115 -0.1 -0.4 0.0 0.0743
O -1.766 2.804 -11.069 -0.2 -0.9 -0.3 -0.6245
N -3.529 1.382 -10.797 -0.1 0.4 -0.2 0.1614
C -4.960 1.171 -10.875 0.2 -0.2 0.1 -0.9295
C -2.677 0.288 -10.363 0.2 0.2 0.0 -0.9830
H -3.691 3.328 -11.431 -0.1 0.0 0.0 0.3272
H -5.337 0.898 -9.886 -0.2 0.0 -0.1 0.3127
H -5.166 0.360 -11.578 -0.2 0.0 0.0 0.3643
H -5.468 2.074 -11.213 0.1 0.0 0.0 0.3068
H -2.129 0.591 -9.469 0.0 -0.1 0.0 0.2971
H -1.958 0.056 -11.150 0.0 -0.1 0.1 0.3131
H -3.276 -0.595 -10.143 0.0 0.1 0.0 0.3910